# 1
This record from the Open Molecules 2025 dataset describes a structure of composition C37H53Br4GeN4O5Si3Sr. The level of theory is ωB97M-V/def2-TZVPD.

Summary:
**Multiplicity**: 2
**LUMO (alpha / beta)**: 0.1477 / 0.1437 hartree
**<S²>**: 0.75
**ΔE to the lowest compared entry with this formula, charge and spin**: 0.63 kcal per mole
**E**: -15309.42566 Eh
**M**: 1197.96 Da
**Total charge**: -2

Last column: Mulliken charge in e.
Element x y z (Å)
1 Sr 0.047 -0.276 -0.254  -0.360
2 O 1.704 1.575 0.803  -0.252
3 C 1.453 1.924 1.993  -0.077
4 C 2.390 1.687 3.051  -0.115
5 C 2.150 2.078 4.342  -0.637
6 C 0.959 2.722 4.704  -1.092
7 C 0.018 2.933 3.720  -0.366
8 C 0.220 2.557 2.386  0.669
9 C -0.899 2.750 1.485  -1.294
10 N -0.938 2.500 0.237  0.821
11 C -2.192 2.755 -0.451  -1.311
12 C -2.476 1.625 -1.435  -0.036
13 N -2.494 0.367 -0.729  0.555
14 C -3.492 -0.409 -0.854  -0.784
15 C -3.647 -1.742 -0.295  0.550
16 C -4.917 -2.315 -0.421  -0.618
17 C -5.216 -3.582 0.035  -0.840
18 C -4.187 -4.326 0.622  -0.390
19 C -2.920 -3.816 0.752  -0.876
20 C -2.574 -2.499 0.312  -0.127
21 O -1.398 -2.052 0.457  0.447
22 H 3.296 1.155 2.783  0.430
23 H 2.899 1.868 5.101  0.390
24 H 0.778 3.028 5.726  0.333
25 H -0.930 3.401 3.975  0.320
26 H -1.801 3.144 1.987  0.061
27 H -2.097 3.694 -1.011  0.241
28 H -3.027 2.865 0.259  0.395
29 H -1.654 1.596 -2.161  -0.335
30 H -3.407 1.799 -1.997  0.550
31 H -4.353 -0.081 -1.461  0.035
32 H -5.691 -1.726 -0.907  0.300
33 H -6.209 -3.997 -0.081  0.351
34 H -4.385 -5.337 0.967  0.364
35 H -2.115 -4.404 1.179  0.335
36 Br 1.268 -6.458 -3.695  -0.273
37 C 0.707 -4.679 -3.329  0.313
38 C -0.298 -4.097 -4.057  0.297
39 Br -1.174 -5.055 -5.444  -0.255
40 C -0.666 -2.766 -3.789  -0.008
41 Br -2.124 -1.943 -4.688  -0.243
42 C -0.033 -1.985 -2.821  -0.092
43 O -0.334 -0.757 -2.597  -0.121
44 C 1.016 -2.624 -2.007  -0.628
45 O 1.581 -1.947 -1.072  -0.036
46 C 1.342 -3.943 -2.314  -0.092
47 Br 2.711 -4.714 -1.240  -0.244
48 C -1.329 -0.909 3.710  -0.755
49 N -0.097 -1.634 3.948  0.356
50 C -0.155 -2.729 4.887  -0.645
51 C 1.253 -3.054 5.348  -0.738
52 C 2.086 -3.422 4.135  -0.722
53 N 1.922 -2.457 3.073  0.600
54 C 2.883 -2.534 1.985  -0.939
55 C 0.856 -1.619 2.955  -0.667
56 O 0.760 -0.840 2.017  1.178
57 H -1.723 -0.568 4.671  0.388
58 H -2.075 -1.529 3.202  0.208
59 H -1.121 -0.041 3.092  -0.057
60 H -0.628 -3.617 4.439  0.286
61 H -0.782 -2.422 5.727  0.369
62 H 1.253 -3.880 6.062  0.373
63 H 1.674 -2.173 5.839  0.314
64 H 1.803 -4.422 3.776  0.342
65 H 3.148 -3.469 4.396  0.371
66 H 3.076 -3.585 1.755  0.426
67 H 3.824 -2.049 2.260  0.204
68 H 2.477 -2.085 1.082  0.037
69 C -0.185 4.632 -3.568  -1.130
70 Si 1.304 4.487 -2.402  0.634
71 C 2.718 5.470 -3.216  -1.133
72 C 0.899 5.400 -0.790  -0.973
73 Ge 1.905 2.213 -2.102  0.732
74 Si 2.024 1.226 -4.283  0.845
75 C 3.218 2.238 -5.388  -1.303
76 C 2.735 -0.512 -4.129  -0.666
77 C 0.374 1.233 -5.200  -0.887
78 Si 4.039 2.067 -1.055  0.554
79 C 5.430 2.381 -2.329  -1.189
80 C 4.260 3.400 0.275  -0.828
81 C 4.397 0.343 -0.368  -0.611
82 H -0.592 5.648 -3.546  0.429
83 H -0.984 3.936 -3.314  0.175
84 H 0.118 4.412 -4.593  0.298
85 H 2.406 6.515 -3.324  0.370
86 H 2.980 5.086 -4.203  0.239
87 H 3.618 5.451 -2.600  0.220
88 H 0.231 6.242 -0.996  0.453
89 H 1.810 5.798 -0.339  0.369
90 H 0.427 4.747 -0.058  0.009
91 H 4.141 2.545 -4.898  0.297
92 H 2.725 3.134 -5.774  0.276
93 H 3.482 1.612 -6.247  0.372
94 H 3.827 -0.477 -4.179  0.424
95 H 2.375 -1.152 -4.937  0.409
96 H 2.459 -0.984 -3.186  -0.251
97 H 0.114 2.241 -5.527  0.322
98 H -0.417 0.830 -4.570  -0.089
99 H 0.446 0.596 -6.086  0.403
100 H 5.475 3.419 -2.666  0.246
101 H 5.335 1.743 -3.207  0.223
102 H 6.383 2.139 -1.845  0.390
103 H 3.727 4.317 0.024  0.064
104 H 5.323 3.641 0.372  0.463
105 H 3.885 3.061 1.243  0.113
106 H 4.858 -0.282 -1.135  0.399
107 H 3.494 -0.156 -0.026  -0.307
108 H 5.088 0.422 0.477  0.456

***

# 2
This record from the Open Molecules 2025 dataset describes a cluster of 2 separate species, C4H9O3 in total. The level of theory is ωB97M-V/def2-TZVPD.

Summary:
**LUMO**: 0.1432 hartree
**ΔE to the lowest compared entry with this formula, charge and spin**: 35.11 kcal per mole
**E**: -383.55059 Eh
**M**: 105.11 Da
**Total charge**: -1

Last column: natural (NBO) charge in e.
Element x y z (Å)
1 C -1.219 0.814 -1.275  -0.024
2 C -2.457 1.643 -1.717  -0.634
3 O -1.250 0.606 0.065  -0.786
4 H -1.098 -0.330 -1.698  0.163
5 H -0.344 1.508 -1.696  0.105
6 H -3.421 1.023 -1.571  0.192
7 H -0.754 -0.182 0.384  0.519
8 H -2.206 2.068 -2.598  0.190
9 H -2.543 2.411 -0.991  0.204
10 C 2.049 -0.048 -0.061  -0.771
11 C 1.236 -0.904 1.017  0.783
12 O 0.222 -1.500 0.520  -0.827
13 O 1.801 -1.107 2.085  -0.736
14 H 1.720 0.996 -0.182  0.202
15 H 1.734 -0.440 -1.069  0.211
16 H 3.077 -0.075 0.282  0.209

***

# 3
This record from the Open Molecules 2025 dataset describes a cluster of 2 separate species, CH2ClOP in total. The level of theory is ωB97M-V/def2-TZVPD.

Summary:
**Multiplicity**: 3
**LUMO (alpha / beta)**: 0.0328 / -0.1712 hartree
**<S²>**: 2.01
**ΔE to the lowest compared entry with this formula, charge and spin**: 24.49 kcal per mole
**E**: -915.93951 Eh
**M**: 96.45 Da

Last column: natural (NBO) charge in e.
Element x y z (Å)
1 C 0.467 0.436 -0.896  0.124
2 O 0.995 1.204 -1.644  -0.501
3 P 1.379 -0.514 0.414  0.296
4 Cl -0.446 -2.748 -0.430  0.022
5 H -0.611 0.198 -0.955  0.113
6 H 0.382 -0.273 1.374  -0.054

***

# 4
This record from the Open Molecules 2025 dataset describes a structure of composition C30H48P2Yb. The level of theory is ωB97M-V/def2-TZVPD.

Summary:
**Multiplicity**: 2
**LUMO (alpha / beta)**: -0.0844 / -0.1576 hartree
**<S²>**: 0.78
**ΔE to the lowest compared entry with this formula, charge and spin**: 97.51 kcal per mole
**E**: -3012.90672 Eh
**M**: 643.70 Da
**Total charge**: +1

Last column: Mulliken charge in e.
Element x y z (Å)
1 Yb 1.641 -0.526 0.498  0.900
2 C -0.978 -1.241 2.233  0.365
3 C -0.562 -2.342 1.438  1.568
4 C 1.122 -1.863 2.926  0.638
5 C 0.059 -0.950 3.148  0.760
6 C 0.735 -2.731 1.870  -0.538
7 C -2.312 -0.590 2.257  -1.648
8 H -2.248 0.492 2.053  0.321
9 H -2.788 -0.683 3.248  0.442
10 H -2.995 -1.025 1.517  0.327
11 C -0.049 0.009 4.266  -1.332
12 H -1.045 -0.019 4.734  0.383
13 H 0.121 1.037 3.922  0.004
14 H 0.693 -0.191 5.048  0.378
15 C 2.345 -1.974 3.752  -1.215
16 H 2.097 -1.991 4.826  0.312
17 H 3.020 -1.118 3.604  -0.056
18 H 2.908 -2.887 3.520  0.375
19 C 1.531 -3.862 1.338  -1.275
20 H 2.045 -4.388 2.156  0.469
21 H 2.315 -3.557 0.618  0.009
22 H 0.883 -4.591 0.829  0.381
23 C -1.379 -3.111 0.471  -1.896
24 H -1.577 -4.137 0.826  0.458
25 H -0.868 -3.213 -0.499  0.228
26 H -2.354 -2.642 0.293  0.381
27 C -2.882 2.419 -0.391  -0.511
28 C -3.975 1.710 -0.679  -0.513
29 C -3.991 0.542 -1.631  -0.392
30 C -3.249 0.730 -2.981  -1.139
31 C -1.886 -0.001 -3.088  0.065
32 C -1.209 -0.315 -1.776  -1.418
33 C -1.011 0.770 -0.716  2.999
34 C -1.551 2.171 -1.047  -0.574
35 H -5.048 0.341 -1.856  0.516
36 H -3.165 1.794 -3.226  0.229
37 H -3.628 -0.370 -1.132  0.040
38 H -1.568 2.329 -2.134  -0.551
39 H -2.877 3.209 0.368  0.388
40 H -4.947 1.937 -0.220  0.422
41 H -0.836 2.911 -0.657  0.501
42 H -1.476 0.414 0.218  -1.937
43 H -1.560 -1.261 -1.332  0.332
44 H 0.077 0.942 -0.455  -1.153
45 H -3.907 0.319 -3.758  0.598
46 H -2.110 -0.950 -3.612  0.900
47 P -0.499 0.710 -4.078  1.193
48 C -0.661 2.475 -4.320  -1.486
49 C -0.644 -0.055 -5.706  -1.429
50 P 0.902 -0.865 -2.010  2.127
51 C 1.099 0.344 -3.377  -1.738
52 C 0.712 -2.452 -2.889  -1.790
53 C 2.752 -0.955 -1.613  -1.769
54 H 0.154 2.995 -3.802  0.439
55 H -1.624 2.884 -4.002  0.462
56 H -0.568 2.649 -5.400  0.465
57 H -0.228 0.654 -6.435  0.495
58 H -1.700 -0.238 -5.941  0.398
59 H -0.093 -1.003 -5.762  0.378
60 H 3.277 -1.007 -2.571  0.658
61 H 3.006 -1.856 -1.006  0.348
62 H 3.126 -0.032 -1.118  0.472
63 H 1.543 1.280 -2.995  0.475
64 H 1.772 -0.055 -4.158  0.703
65 H 1.299 -3.216 -2.349  0.416
66 H 1.109 -2.382 -3.914  0.515
67 H -0.341 -2.766 -2.908  0.320
68 C 2.570 1.724 0.947  -2.004
69 C 2.454 2.014 2.360  1.270
70 C 3.298 1.358 3.300  -0.482
71 C 3.198 1.635 4.661  -0.416
72 C 2.284 2.592 5.126  -0.456
73 C 1.434 3.239 4.217  -0.531
74 C 1.487 2.935 2.859  -0.684
75 H 3.567 1.402 0.616  0.726
76 H 2.060 2.417 0.273  0.429
77 H 4.059 0.659 2.928  0.504
78 H 3.849 1.117 5.369  0.395
79 H 2.241 2.836 6.188  0.391
80 H 0.727 3.991 4.579  0.371
81 H 0.816 3.425 2.144  0.293

***

# 5
This record from the Open Molecules 2025 dataset describes a structure of composition C12H38N12O8Zr. The level of theory is ωB97M-V/def2-TZVPD.

Summary:
**LUMO**: -0.3979 hartree
**E**: -1785.23548 Eh
**M**: 569.74 Da
**Total charge**: +2

Last column: Mulliken charge in e.
Element x y z (Å)
1 Zr 0.067 3.731 1.092  1.439
2 C 2.679 -1.405 -2.250  -1.073
3 C 3.468 -2.203 -3.327  0.501
4 C 2.938 -1.972 -4.762  -1.040
5 O 4.934 -2.199 -3.185  -0.266
6 H 3.105 -1.543 -1.257  0.197
7 H 1.647 -1.710 -2.078  0.405
8 H 2.716 -0.334 -2.451  0.418
9 H 3.135 -3.182 -2.982  0.253
10 H 2.557 -2.933 -5.110  0.323
11 H 3.679 -1.637 -5.488  0.357
12 H 2.065 -1.321 -4.794  0.266
13 C 0.467 -0.343 1.389  -1.488
14 C -0.292 0.331 0.251  2.320
15 C -1.715 -0.097 -0.004  -2.225
16 O -0.135 1.628 0.505  -0.380
17 H 0.077 -1.355 1.497  0.429
18 H 0.275 0.163 2.335  0.092
19 H 1.544 -0.422 1.240  0.179
20 H 0.290 0.221 -0.664  -0.931
21 H -2.489 0.409 0.574  0.336
22 H -1.714 -1.186 -0.048  0.569
23 H -1.947 0.115 -1.048  1.387
24 C 1.375 -1.032 4.787  0.656
25 O 2.477 -0.657 5.069  -0.640
26 N 1.354 -1.813 3.828  -0.278
27 N 0.314 -0.587 5.253  -0.334
28 H 0.475 -2.111 3.430  0.187
29 H 2.193 -2.279 3.515  0.168
30 H 0.340 -0.009 6.080  0.219
31 H -0.557 -0.857 4.817  0.158
32 C -5.303 -1.157 -0.893  0.568
33 O -4.617 -2.052 -1.414  -0.671
34 N -4.748 -0.264 -0.139  -0.257
35 N -6.584 -0.868 -1.183  -0.472
36 H -5.427 0.433 0.132  0.130
37 H -3.761 -0.249 0.076  0.330
38 H -7.159 -1.460 -1.765  0.275
39 H -7.208 -0.457 -0.504  0.196
40 C -1.497 2.808 4.325  0.684
41 O -0.920 3.043 3.295  -0.654
42 N -2.219 1.760 4.423  -0.323
43 N -1.651 3.694 5.221  -0.439
44 H -2.855 1.791 5.206  0.184
45 H -2.216 1.020 3.736  0.183
46 H -1.896 3.408 6.159  0.224
47 H -1.235 4.587 4.999  0.214
48 C 4.777 -0.987 2.113  0.674
49 O 4.444 -0.396 3.167  -0.598
50 N 4.586 -0.467 0.942  -0.333
51 N 5.271 -2.174 1.971  -0.403
52 H 4.066 0.394 0.856  0.168
53 H 4.820 -0.936 0.079  0.125
54 H 5.791 -2.255 1.109  0.182
55 H 5.361 -2.741 2.802  0.242
56 C -0.170 3.731 -2.411  0.593
57 O -0.203 4.151 -1.243  -0.641
58 N -0.169 2.484 -2.693  -0.039
59 N -0.017 4.544 -3.345  -0.369
60 H -0.265 2.121 -3.630  0.204
61 H 0.152 1.999 -1.867  -0.127
62 H 0.278 4.313 -4.283  0.210
63 H 0.228 5.496 -3.113  0.260
64 C -2.079 -1.444 -3.994  0.250
65 O -2.624 -2.119 -4.752  -0.572
66 N -1.374 -0.358 -4.111  -0.254
67 N -2.253 -1.548 -2.691  -0.230
68 H -0.886 0.036 -3.319  0.170
69 H -1.113 -0.171 -5.069  0.177
70 H -1.895 -0.796 -2.120  -0.258
71 H -2.753 -2.326 -2.284  0.196